C26H24N5O3PdS as an isolated structure in a non-equilibrium geometry. Source: the OMol25 dataset; level of theory: ωB97M-V/def2-TZVPD.

Structure (XYZ):
```
60
Properties=species:S:1:pos:R:3:forces:R:3
Pd -0.0721 -0.1648 -0.0013 -2.14 -0.15 0.17
C -2.0336 2.1395 0.8736 0.18 0.14 0.77
C -2.5035 1.4653 2.1638 0.12 -0.05 -0.21
C -1.4375 0.6907 2.8882 -0.18 0.21 0.39
C -1.3622 0.7160 4.2823 0.04 -0.12 -0.39
C -0.3889 -0.0299 4.9197 0.06 -0.03 0.12
C 0.4954 -0.7937 4.1690 -0.11 0.02 -0.35
C 0.3590 -0.7822 2.7899 0.31 -0.40 0.41
N -0.5816 -0.0496 2.1934 0.23 0.28 -0.60
N -1.9184 1.2624 -0.3022 -0.05 0.25 -0.21
C -1.4842 2.0403 -1.4694 0.58 0.28 -0.51
C -1.0566 1.1481 -2.6097 -0.24 0.23 -0.43
C -1.2024 1.5161 -3.9432 0.01 -0.11 0.46
C -0.6863 0.6827 -4.9231 0.08 -0.07 -0.08
C -0.0624 -0.5003 -4.5572 -0.06 -0.03 0.33
C 0.0120 -0.8208 -3.2072 0.22 -0.34 -0.57
N -0.4746 -0.0043 -2.2841 0.10 0.31 1.11
C -3.1399 0.4856 -0.5941 -0.33 -0.56 -0.22
C -3.0487 -0.9734 -0.2043 -0.32 -0.17 0.04
C -4.1786 -1.7867 -0.1502 0.33 0.22 0.02
C -4.0298 -3.1315 0.1527 0.13 -0.01 -0.02
C -2.7593 -3.6410 0.3975 0.09 0.26 -0.04
C -1.6825 -2.7712 0.3273 -0.12 -0.68 0.07
N -1.8404 -1.4847 0.0287 0.59 0.23 -0.09
H -2.7399 2.9510 0.6473 0.08 -0.15 -0.19
H -1.0506 2.5958 1.0490 -0.20 0.00 -0.16
H -2.8710 2.2477 2.8295 -0.01 -0.06 -0.06
H -3.3450 0.7912 1.9839 -0.08 0.07 0.00
H -2.0693 1.3108 4.8413 -0.02 0.04 0.03
H -0.3182 -0.0242 5.9999 -0.01 0.01 0.00
H 1.2638 -1.3950 4.6272 0.06 -0.05 0.04
H 1.0196 -1.4007 2.1705 -0.18 0.22 0.10
H -2.2743 2.7257 -1.8064 0.03 -0.14 0.19
H -0.6153 2.6506 -1.1802 -0.27 -0.10 0.06
H -1.7019 2.4373 -4.1983 -0.04 0.12 -0.04
H -0.7657 0.9560 -5.9663 -0.03 0.01 -0.03
H 0.3608 -1.1683 -5.2906 -0.01 -0.07 -0.06
H 0.4781 -1.7409 -2.8690 -0.04 0.09 -0.01
H -4.0080 0.9428 -0.1039 0.20 0.04 -0.05
H -3.3414 0.5173 -1.6726 0.13 0.10 0.17
H -5.1533 -1.3689 -0.3500 -0.11 0.05 -0.01
H -4.8932 -3.7818 0.1901 -0.03 0.02 0.01
H -2.6075 -4.6843 0.6288 0.04 -0.03 0.02
H -0.6625 -3.1126 0.4950 -0.18 0.00 0.01
O 1.4699 1.5505 -0.0854 0.55 0.19 0.18
C 2.3264 0.6655 -0.2717 -0.30 0.85 -0.10
N 1.9126 -0.5628 -0.5553 0.98 -0.52 -0.24
S 3.1016 -1.7167 -0.2616 -0.90 -0.46 -0.07
O 3.1675 -2.6095 -1.3569 0.45 0.13 -0.11
O 2.7762 -2.1849 1.0502 0.69 0.01 0.08
C 4.4200 -0.4725 -0.2362 0.39 -2.21 0.00
C 5.7756 -0.6500 -0.2274 -0.86 -0.52 0.03
C 6.5457 0.5164 -0.1333 0.79 -1.48 -0.07
C 5.9517 1.7654 -0.1009 -1.27 2.27 0.04
C 4.5734 1.9243 -0.1079 0.56 0.29 0.03
C 3.7961 0.7707 -0.1910 -0.07 1.55 0.02
H 6.2403 -1.6235 -0.2603 0.00 -0.11 -0.02
H 7.6201 0.4154 -0.0752 0.15 0.11 -0.01
H 6.5821 2.6475 -0.0803 -0.02 -0.04 0.05
H 4.1112 2.9004 -0.0739 0.02 0.05 -0.02
```
Positions in Å, forces in eV/Å.

Calculated values
multiplicity: 5
LUMO (spin up / spin down): -0.3536 / -0.5021 hartree
calculated total energy: -55229.136 eV
charge: +3
max |F|: 2.603 eV/Å

C26H24N5O3PtS as an isolated structure. Source: the OMol25 dataset; level of theory: ωB97M-V/def2-TZVPD.

Structure (XYZ):
```
60
Properties=species:S:1:pos:R:3:forces:R:3
Pt 0.1708 0.2351 -0.0838 0.03 -0.17 0.00
C -2.3528 -1.1725 -0.5798 -0.04 -0.07 0.01
C -2.7723 -0.0380 -1.4983 -0.02 0.05 -0.01
C -1.7042 0.4121 -2.4588 0.02 -0.10 0.03
C -2.0818 0.7862 -3.7394 0.00 -0.04 0.01
C -1.1267 1.1376 -4.6728 0.02 0.00 -0.02
C 0.2039 1.0664 -4.3044 0.00 -0.02 -0.03
C 0.5173 0.6987 -3.0152 -0.04 -0.07 0.03
N -0.4088 0.4023 -2.0839 -0.09 0.40 -0.02
N -1.5752 -0.6774 0.5745 -0.14 0.22 0.00
C -1.0502 -1.8071 1.3846 -0.10 -0.12 0.00
C 0.0353 -1.3018 2.2903 0.03 -0.01 -0.01
C 0.3435 -1.8939 3.4962 -0.02 0.05 0.03
C 1.4075 -1.3941 4.2336 -0.02 0.01 0.00
C 2.1097 -0.3088 3.7435 0.02 0.04 0.01
C 1.7453 0.2458 2.5293 -0.05 0.10 0.03
N 0.7269 -0.2463 1.8161 0.09 -0.27 -0.08
C -2.4342 0.1703 1.4702 -0.06 -0.05 0.07
C -2.4933 1.6668 1.2249 0.10 -0.06 -0.11
C -3.6171 2.3780 1.6213 0.02 -0.01 -0.01
C -3.6105 3.7548 1.4566 -0.04 0.01 0.02
C -2.4997 4.3654 0.8990 0.04 0.01 -0.02
C -1.4268 3.5717 0.5197 -0.19 -0.04 0.06
N -1.4302 2.2495 0.6860 -0.01 0.15 0.03
H -1.7190 -1.8784 -1.1179 -0.02 -0.02 0.00
H -3.2345 -1.7121 -0.2194 0.00 0.04 0.04
H -3.1305 0.8183 -0.9238 -0.01 -0.02 0.02
H -3.6266 -0.3765 -2.0841 0.03 -0.01 -0.04
H -3.1325 0.7851 -3.9947 0.00 0.00 0.00
H -1.4151 1.4351 -5.6718 0.00 0.01 0.00
H 1.0004 1.2954 -4.9968 0.01 0.00 0.01
H 1.5423 0.6262 -2.7065 0.04 0.04 0.04
H -0.6365 -2.5501 0.7010 0.02 0.03 -0.02
H -1.8544 -2.2780 1.9585 0.00 -0.01 -0.01
H -0.2374 -2.7359 3.8468 0.00 0.00 0.00
H 1.6754 -1.8442 5.1798 0.01 0.00 0.00
H 2.9383 0.1196 4.2883 0.00 0.00 0.00
H 2.2523 1.1075 2.1202 -0.02 0.03 -0.05
H -2.0715 0.0188 2.4885 0.03 0.05 0.00
H -3.4485 -0.2372 1.4314 0.01 -0.03 0.07
H -4.4731 1.8720 2.0495 0.00 0.00 0.00
H -4.4680 4.3421 1.7577 0.00 0.00 0.00
H -2.4627 5.4360 0.7554 0.00 0.00 0.00
H -0.5392 3.9941 0.0666 0.04 0.00 -0.01
O 1.4457 3.3698 -1.3003 -0.03 -0.03 -0.05
S 2.2754 2.6405 -0.3800 -0.15 0.07 0.03
O 2.2456 3.0624 0.9974 -0.04 -0.07 -0.01
N 1.9699 1.0264 -0.4987 0.50 -0.14 -0.06
C 3.0747 0.2786 -0.8618 0.11 0.23 0.07
O 3.0899 -0.9238 -0.9827 -0.10 -0.17 0.00
C 4.2388 1.1783 -1.1355 -0.01 0.01 -0.04
C 5.4968 0.8061 -1.5739 0.00 -0.01 0.03
C 6.4256 1.8105 -1.8114 0.01 0.01 0.00
C 6.1004 3.1520 -1.6187 0.00 -0.01 0.00
C 4.8369 3.5271 -1.1788 0.03 -0.02 0.02
C 3.9328 2.5107 -0.9465 -0.01 0.03 -0.02
H 5.7324 -0.2389 -1.7235 0.00 0.00 -0.01
H 7.4178 1.5512 -2.1555 0.00 0.00 0.00
H 6.8424 3.9138 -1.8161 0.00 0.00 0.00
H 4.5753 4.5655 -1.0282 0.00 0.00 0.00
```
Positions in Å, forces in eV/Å.

Calculated values
LUMO: -0.0953 hartree
calculated total energy: -55022.908 eV
ΔE to the lowest compared entry with this formula, charge and spin: 0.00 kJ/mol
charge: +1
max |F|: 0.526 eV/Å

C26H25Cl4GeMoN5S3 as an isolated structure. Source: the OMol25 dataset; level of theory: ωB97M-V/def2-TZVPD.

Structure (XYZ):
```
65
Properties=species:S:1:pos:R:3:forces:R:3
Mo -0.3998 0.3687 0.6813 -0.21 0.36 -0.11
C 1.0051 -1.1717 -1.9136 -0.07 0.01 0.02
N 0.0238 -1.4845 -0.8289 0.01 0.01 -0.01
C -1.2915 -1.8230 -1.4852 0.02 -0.01 0.01
C -2.3588 -0.7740 -1.2588 0.01 -0.03 -0.01
N -2.4566 -0.4319 0.1814 -0.02 -0.13 0.09
C -2.8198 -1.6635 0.9609 -0.02 0.03 -0.01
C -3.5114 0.5496 0.4788 0.06 -0.01 -0.01
C -4.6529 0.7005 -0.2795 -0.02 0.02 0.01
C -5.6152 1.6233 0.1249 0.01 -0.01 0.00
C -5.4342 2.3664 1.2777 0.00 -0.01 -0.01
C -4.2832 2.2043 2.0402 0.00 0.01 0.01
C -3.3244 1.2924 1.6375 0.03 0.00 0.03
S -1.8562 1.0304 2.5843 -0.01 -0.08 -0.14
C 0.5502 -2.6573 -0.1136 -0.01 0.02 -0.07
C 0.8380 -3.8359 -0.7930 0.01 0.02 0.00
C 1.3815 -4.9163 -0.1179 0.00 0.01 0.00
C 1.6427 -4.8316 1.2441 0.01 -0.01 -0.01
C 1.3275 -3.6753 1.9310 -0.01 0.02 -0.01
C 0.7755 -2.5889 1.2517 0.01 -0.04 0.04
S 0.2119 -1.2085 2.1825 0.00 -0.07 0.05
H 1.0685 -2.0133 -2.6031 -0.01 0.00 -0.01
H 1.9866 -1.0103 -1.4765 0.00 -0.01 -0.01
H 0.6680 -0.2945 -2.4605 0.04 -0.03 0.02
H -1.6218 -2.7907 -1.1152 0.00 0.01 0.00
H -1.1407 -1.9296 -2.5601 0.00 -0.01 0.00
H -3.3071 -1.1842 -1.6147 0.01 0.00 -0.01
H -2.1472 0.1444 -1.8044 -0.01 -0.01 -0.01
H -3.7603 -2.0587 0.5714 0.00 0.00 0.01
H -2.9402 -1.3860 2.0036 -0.01 -0.01 0.01
H -2.0397 -2.4154 0.8867 -0.01 0.01 0.00
H -4.8130 0.1378 -1.1883 0.01 0.00 0.01
H -6.5032 1.7604 -0.4768 0.00 0.00 0.00
H -6.1809 3.0868 1.5822 0.00 0.00 0.00
H -4.1171 2.7957 2.9306 0.00 0.00 0.00
H 0.6400 -3.9216 -1.8534 0.00 0.00 0.00
H 1.6019 -5.8263 -0.6588 0.00 0.00 0.00
H 2.0736 -5.6721 1.7704 0.00 0.00 0.00
H 1.4898 -3.6039 2.9987 0.00 0.00 0.00
N 3.2746 1.7254 -1.2960 -0.04 -0.01 0.04
C 3.8738 1.1301 -0.2100 0.03 0.01 -0.03
C 5.2166 1.0054 0.1247 -0.01 -0.01 0.01
C 5.4946 0.4214 1.3395 -0.01 0.01 0.00
C 4.4571 0.0114 2.1878 -0.01 0.00 0.01
C 3.1285 0.1388 1.8404 0.02 -0.04 0.00
C 2.8238 0.6787 0.5879 0.03 -0.02 0.01
N 1.6025 0.9789 -0.0629 0.00 0.04 0.12
C 1.9406 1.6460 -1.1659 0.05 -0.04 -0.06
C 1.1492 2.3467 -2.1998 0.00 0.04 0.01
C 1.1786 3.7029 -2.3128 -0.01 0.01 -0.01
S 0.2089 4.1813 -3.6257 -0.02 0.00 0.03
C -0.1370 2.5402 -3.9525 0.02 0.00 -0.07
N 0.4174 1.6845 -3.1492 -0.04 0.03 0.04
H 3.7275 2.1973 -2.0613 0.01 0.01 0.00
H 5.9979 1.3667 -0.5301 0.00 0.00 0.00
H 6.5214 0.3042 1.6569 0.00 0.00 0.00
H 4.7007 -0.3968 3.1592 0.01 0.00 0.00
H 2.3693 -0.1286 2.5549 0.01 0.01 -0.02
H 1.6503 4.4107 -1.6504 0.00 -0.01 -0.02
H -0.7600 2.2551 -4.7875 0.00 0.00 0.00
Cl 1.8148 3.7396 1.1457 -0.01 0.02 0.05
Ge 0.1471 2.5941 2.0253 0.14 0.04 -0.07
Cl -1.2015 4.2481 2.2801 -0.01 0.03 -0.01
Cl 0.9730 2.1052 3.9631 0.00 -0.02 0.05
Cl -1.2788 2.2209 -0.5793 0.07 -0.16 0.02
```
Positions in Å, forces in eV/Å.

Calculated values
multiplicity: 2
LUMO (spin up / spin down): -0.1740 / -0.1540 hartree
calculated total energy: -175786.308 eV
ΔE to the lowest compared entry with this formula, charge and spin: 57.47 kJ/mol
charge: +1
max |F|: 0.427 eV/Å